18
Properties=species:S:1:pos:R:3:forces:R:3 method="wB97M-V/def2-TZVPD" relative_energy_ev=5.906 max_force_ha_per_bohr=0.1485 gap_ev="4.91 / 7.53" total_charge=+1 spin_multiplicity=3 total_energy_ev=-8327.271
C 2.6427 0.3090 0.4043 1.9 0.3 1.2
C 1.7588 0.2810 -0.7718 1.4 -2.3 -0.9
C 0.4916 0.5419 -0.0070 -6.9 3.2 -0.9
C -1.9547 0.8393 0.2188 -1.9 0.0 -2.0
C -0.8385 -0.0203 -0.4289 -0.1 3.2 0.7
N 1.4823 -0.6154 0.3420 3.8 -0.4 1.0
N -1.0827 -1.4267 -0.0179 -0.5 -3.5 1.7
H 3.6242 -0.1753 0.4525 -0.5 0.1 -0.5
H 2.5771 1.2755 1.0561 0.0 -2.0 -1.0
H 1.7621 -0.1612 -1.8014 0.4 1.1 0.7
H 0.5717 1.4624 0.6238 -0.7 -0.9 -0.7
H -2.0143 0.6468 1.2573 0.1 0.1 1.2
H -3.0579 0.7299 -0.1930 2.3 -0.3 0.5
H -1.7082 1.8663 -0.0168 0.0 0.3 0.4
H -1.0197 0.0128 -1.4996 0.4 -0.3 -0.5
H -0.7204 -2.1827 -0.6230 -1.0 0.3 -1.3
H -2.1044 -1.6274 0.3005 2.0 0.1 -0.7
H -0.4096 -1.7560 0.7045 -0.8 1.2 0.8


10
Properties=species:S:1:pos:R:3:forces:R:3 method="wB97M-V/def2-TZVPD" relative_energy_ev=1.670 max_force_ha_per_bohr=0.0436 gap_ev=9.05 total_energy_ev=-29032.350 smiles="ONC(=S)CCl"
O -0.7616 1.9116 0.3064 0.5 0.0 -0.2
N 0.3756 1.3204 -0.2523 -1.0 -1.5 0.6
C 0.7048 0.0429 0.0678 0.0 1.0 0.4
S 2.2486 -0.5299 -0.1101 -0.8 0.1 -0.1
C -0.4219 -0.7969 0.6689 -0.3 1.8 0.2
Cl -1.9418 -0.7565 -0.2819 0.0 0.0 -0.1
H -1.4813 1.6910 -0.3000 -0.1 0.0 -0.1
H 1.0470 1.9615 -0.5932 0.7 0.6 -0.2
H -0.6877 -0.5571 1.7168 0.4 0.2 -0.7
H -0.0788 -1.7665 0.6250 0.6 -2.2 0.0


74
Properties=species:S:1:pos:R:3:forces:R:3 method="wB97M-V/def2-TZVPD" max_force_ha_per_bohr=0.0585 gap_ev="3.13 / 3.21" total_charge=+3 spin_multiplicity=5 total_energy_ev=-71029.784
Pm -0.5108 -0.5557 1.1744 0.2 1.7 2.5
P -0.3155 1.9415 -0.1281 0.2 1.6 -1.2
P -3.3108 -0.2546 0.8286 -2.1 0.2 -0.5
P 2.1844 -0.9240 0.5306 2.1 -0.1 -0.8
H -1.8225 -2.4076 -0.8555 0.3 0.0 0.3
C -0.8865 -2.6370 -0.3266 -0.2 -2.3 1.7
C -0.8879 -3.1375 0.9751 -0.1 -1.1 -2.7
H -1.8297 -3.3853 1.5031 0.4 0.5 -0.3
C -0.4138 1.9247 -1.9588 -0.1 -0.6 0.1
C -1.5657 3.2079 0.3066 -0.3 -0.3 0.4
C 1.2229 2.8906 0.1648 0.2 -0.4 0.4
C -4.2418 -1.8000 1.1420 0.4 -0.3 0.2
C -4.2129 0.9464 1.8788 0.5 0.3 0.3
C -3.8454 0.1621 -0.8798 0.5 0.0 -0.1
C 2.7204 -2.6542 0.8028 -0.6 -0.1 0.3
C 3.3718 0.0195 1.5581 -0.4 0.3 0.3
C 2.6753 -0.5958 -1.2125 -0.5 0.1 0.1
H 0.0284 -2.6254 -0.9403 -0.3 0.1 0.4
H 0.0260 -3.5876 1.4282 -0.5 0.7 -0.3
H -0.3263 2.9477 -2.3459 0.0 -0.2 0.1
H -1.3735 1.4864 -2.2706 0.3 0.2 0.0
H 0.3938 1.3012 -2.3701 -0.2 0.3 0.0
H -1.3097 4.1496 -0.1986 -0.1 -0.3 0.1
H -1.5579 3.3638 1.3972 0.0 0.1 -0.3
H -2.5747 2.8795 0.0149 0.3 0.2 0.0
H 1.1293 3.8758 -0.3130 0.1 -0.3 0.1
H 2.0941 2.3517 -0.2375 -0.3 0.3 0.1
H 1.3698 3.0213 1.2484 0.0 0.1 -0.3
H -5.3127 -1.6553 0.9590 0.2 0.0 0.0
H -4.0892 -2.1054 2.1880 -0.2 0.1 -0.2
H -3.8570 -2.6054 0.5015 -0.3 0.1 0.1
H -5.2205 1.1509 1.4989 0.2 -0.2 0.0
H -3.6560 1.8955 1.9314 -0.3 -0.3 0.0
H -4.2811 0.5408 2.8975 -0.1 0.1 -0.2
H -4.9276 0.0419 -1.0044 0.2 0.0 0.1
H -3.3315 -0.5069 -1.5864 -0.2 0.2 0.1
H -3.5580 1.1923 -1.1281 -0.2 -0.2 0.0
H 3.7768 -2.7772 0.5410 -0.2 0.0 0.0
H 2.0926 -3.3332 0.2075 0.4 0.1 0.0
H 2.5704 -2.9076 1.8651 0.2 0.0 -0.3
H 4.4077 -0.1878 1.2703 -0.2 0.0 0.0
H 3.2170 -0.2649 2.6108 0.2 0.1 -0.3
H 3.1712 1.0977 1.4670 0.2 -0.3 0.0
H 3.6994 -0.9323 -1.4172 -0.2 0.1 0.1
H 2.5858 0.4795 -1.4301 0.1 -0.4 0.0
H 1.9804 -1.1321 -1.8796 0.3 0.2 0.1
C 2.7563 0.5595 -5.6868 -0.2 -0.5 -0.5
C 2.4926 0.4350 -7.0730 0.1 -0.5 1.0
C 2.3780 -0.8528 -7.6110 0.2 0.0 0.4
C 2.5467 -1.9883 -6.7974 0.0 0.3 0.2
C 2.8503 -1.8385 -5.4360 0.0 0.3 -0.3
C 2.9829 -0.5633 -4.8816 -0.3 0.0 -0.6
O 2.7413 1.7652 -5.0365 0.0 0.7 -0.7
H 2.6087 2.4696 -5.7037 0.2 -0.4 0.5
H 2.3655 1.3254 -7.6904 0.0 -0.2 0.1
H 2.1530 -0.9740 -8.6722 0.1 0.0 0.3
H 2.4481 -2.9863 -7.2250 0.0 0.3 0.1
H 2.9885 -2.7090 -4.7928 0.0 0.1 -0.3
H 3.2422 -0.4093 -3.8354 0.0 0.0 -0.2
C -1.4137 2.0130 4.6824 0.0 0.2 0.2
C -0.1842 1.5108 3.9431 -0.4 0.4 0.0
O -0.3927 0.1528 3.4063 0.2 -0.2 -0.6
C -0.9416 -0.8387 4.3261 -0.3 0.4 0.8
C -0.0620 -1.1620 5.5247 0.0 -0.2 -0.5
H -2.3638 1.9012 4.1401 0.4 -0.1 -0.1
H -1.2988 3.0881 4.8523 0.1 -0.1 0.1
H -1.5160 1.5399 5.6628 0.0 0.1 -0.1
H 0.0076 2.1524 3.0630 0.0 -0.4 0.3
H 0.7120 1.5059 4.5798 -0.3 -0.1 -0.2
H -1.9111 -0.4454 4.6578 0.1 -0.3 -0.1
H -1.1193 -1.7348 3.7150 0.0 -0.1 0.0
H 0.1349 -0.2938 6.1573 -0.1 -0.1 -0.1
H -0.5938 -1.9194 6.1106 0.1 0.2 0.0
H 0.8901 -1.5987 5.2118 0.0 0.1 0.1


14
Properties=species:S:1:pos:R:3:forces:R:3 method="wB97M-V/def2-TZVPD" relative_energy_ev=5.379 max_force_ha_per_bohr=0.0565 gap_ev=9.47 total_energy_ev=-11211.398 smiles="[H]/N=c1/cn[nH]n1OC"
H 0.3160 2.0471 -0.2430 -1.1 0.3 -0.2
N -0.7297 2.1093 -0.2362 0.0 0.7 0.3
C -1.1430 0.9577 0.0238 2.1 -1.6 -0.2
C -2.3566 0.1454 0.0459 -0.2 0.3 -0.2
N -2.1205 -1.0978 -0.1715 -0.7 0.3 0.3
N -0.7999 -1.2353 -0.3726 1.3 -2.3 1.1
N -0.1678 -0.1374 0.1947 0.6 1.5 -0.5
O 0.9741 0.0863 -0.5839 0.8 0.8 -0.1
C 2.1829 -0.2385 0.0987 1.7 -0.8 1.2
H -3.3475 0.4830 0.1472 -1.0 0.4 0.0
H -0.3681 -2.0087 0.1752 -1.2 -0.1 -1.0
H 2.8803 0.7001 0.3834 -1.8 -2.0 -0.8
H 2.8038 -1.0287 -0.5010 -1.2 1.7 0.7
H 1.8759 -0.7825 1.0393 0.6 0.8 -0.7


15
Properties=species:S:1:pos:R:3:forces:R:3 method="wB97M-V/def2-TZVPD" relative_energy_ev=2.450 max_force_ha_per_bohr=0.0122 gap_ev=10.47 total_energy_ev=-9407.382 smiles="CC1=CC1.O=CO"
C -0.5846 1.8065 -0.1808 0.0 0.1 0.0
C -0.9679 0.3874 -0.0716 -0.3 -0.5 0.3
C -1.4015 -0.6404 0.6025 0.2 0.5 -0.2
C -1.2956 -0.8316 -0.8879 0.0 -0.1 -0.3
H 0.3886 1.9032 -0.6724 -0.2 -0.1 0.1
H -0.5428 2.2847 0.8020 0.0 -0.1 -0.1
H -1.3364 2.3187 -0.7925 0.1 0.0 0.1
H -1.7436 -1.0588 1.5360 0.0 0.0 -0.1
H -2.2054 -0.8202 -1.4936 0.1 0.0 0.1
H -0.4928 -1.4352 -1.3237 -0.1 0.1 0.1
O 2.1450 0.2044 -0.4087 0.1 -0.3 0.2
C 2.4139 -0.6892 0.3517 0.2 0.1 -0.1
O 1.5422 -1.3678 1.0931 -0.1 0.1 -0.1
H 3.4316 -1.0640 0.5340 -0.1 0.1 -0.1
H 0.6492 -0.9977 0.9118 0.0 0.0 0.0


74
Properties=species:S:1:pos:R:3:forces:R:3 method="wB97M-V/def2-TZVPD" max_force_ha_per_bohr=0.0533 gap_ev="8.00 / 8.07" total_charge=+3 spin_multiplicity=5 total_energy_ev=-84807.487
Pm -0.1654 -0.8806 -0.5951 0.6 2.0 0.8
P -0.5331 1.7498 0.4894 0.2 1.1 0.8
P -0.2336 -2.2378 1.7575 0.0 -1.7 2.2
P -3.1409 -0.6089 -0.5472 -1.3 -0.1 0.1
H 2.1136 0.2011 -4.6956 -0.9 0.4 0.0
C 1.1456 0.7512 -4.6895 0.2 -0.3 0.6
C 0.8108 1.5873 -3.7032 -0.2 -0.2 0.6
H 1.4044 1.6795 -2.7794 0.2 0.2 -0.7
C 0.9318 2.8405 0.6948 0.3 -0.1 -0.3
C -1.0202 1.7114 2.2521 -0.2 -0.3 0.1
C -1.7227 2.9188 -0.2370 -0.1 -0.1 -0.3
C -0.0858 -4.0228 1.3530 -0.1 0.0 -0.5
C 1.1080 -2.0482 2.9746 0.5 0.5 0.0
C -1.7147 -2.1727 2.8181 -0.3 0.3 -0.1
C -3.9488 0.2771 -1.9433 0.2 0.0 -0.2
C -3.9957 0.1146 0.8894 0.1 0.1 0.0
C -4.0153 -2.2256 -0.6002 0.4 -0.3 -0.1
H 0.4383 0.5364 -5.4904 0.5 0.4 -0.1
H -0.0894 2.2175 -3.7078 0.3 -0.5 -0.2
H 1.6230 2.7384 -0.1503 -0.1 0.2 0.1
H 1.4752 2.5746 1.6111 -0.3 0.1 -0.2
H 0.5727 3.8759 0.7570 0.2 -0.2 0.0
H -0.1853 1.3515 2.8622 0.0 0.1 -0.1
H -1.8877 1.0785 2.4529 0.0 0.2 -0.1
H -1.2491 2.7465 2.5267 0.0 -0.2 0.2
H -1.3573 3.2323 -1.2228 -0.1 0.1 0.2
H -1.7677 3.7820 0.4381 -0.2 -0.1 -0.3
H -2.7165 2.4765 -0.3723 0.3 0.2 0.1
H -0.2046 -4.6180 2.2748 0.0 0.2 -0.4
H 0.9022 -4.2195 0.9011 -0.3 0.0 0.3
H -0.8529 -4.2961 0.6076 0.2 -0.1 0.4
H 0.9735 -2.7087 3.8414 -0.1 0.1 -0.3
H 1.1721 -1.0105 3.3237 -0.1 -0.2 0.1
H 2.0788 -2.2492 2.5026 -0.2 -0.2 0.1
H -1.6002 -2.8884 3.6432 -0.1 0.2 -0.2
H -2.6297 -2.3934 2.2518 0.3 -0.1 0.2
H -1.8205 -1.1608 3.2288 0.1 -0.2 0.0
H -4.9667 -0.1076 -2.1048 0.3 0.1 0.1
H -3.3713 0.1401 -2.8678 -0.2 0.1 0.2
H -4.0081 1.3492 -1.7210 0.0 -0.2 -0.1
H -5.0736 -0.0590 0.7740 0.2 0.1 0.1
H -3.7962 1.1896 0.9340 -0.1 -0.2 0.2
H -3.6356 -0.3846 1.7973 -0.2 0.3 -0.1
H -5.1057 -2.0883 -0.6924 0.5 0.0 0.0
H -3.7923 -2.7943 0.3098 -0.2 0.1 -0.1
H -3.6309 -2.8192 -1.4373 -0.3 0.1 0.0
C -1.8668 -2.3306 -4.0575 -0.5 -0.9 -1.1
C -2.3973 -3.6318 -4.1774 0.6 0.0 0.1
C -2.7275 -4.1043 -5.4379 -0.1 -0.1 -0.2
C -2.5602 -3.3024 -6.5727 0.2 0.1 0.7
C -2.2122 -1.9602 -6.4013 -0.3 0.1 -0.3
C -1.9335 -1.4449 -5.1476 1.0 0.1 0.1
S -1.0536 -1.8622 -2.6258 -0.5 -0.4 -0.2
H 0.2504 -2.3634 -2.2380 -0.7 -0.4 -1.8
H -2.4438 -4.2725 -3.2968 0.0 0.0 -0.3
H -3.0662 -5.1266 -5.5588 0.0 0.1 0.1
H -2.6716 -3.7277 -7.5675 -0.1 0.2 0.2
H -2.1183 -1.3250 -7.2767 -0.2 0.0 0.2
H -1.6568 -0.3966 -5.0061 0.0 -0.4 -0.2
N 4.7099 1.2150 3.3794 -0.9 -0.3 -0.8
C 3.5155 0.9452 2.7989 0.1 0.7 1.9
O 2.4495 0.9931 3.4390 1.1 -0.3 -1.4
C 3.5569 0.5788 1.3491 -0.8 -0.4 -0.9
C 4.6526 0.6616 0.4782 -0.6 -0.4 0.1
C 4.5227 0.2236 -0.8465 -0.2 0.0 -0.2
C 3.2993 -0.2919 -1.2655 -0.3 -0.1 0.2
N 2.2236 -0.3956 -0.4343 1.0 0.9 0.1
C 2.3569 0.0891 0.8212 0.2 -0.4 -0.3
H 4.7144 1.4433 4.3566 0.1 0.1 0.2
H 5.5757 1.1967 2.8712 0.1 0.0 0.2
H 5.5938 1.0484 0.8372 0.2 0.1 -0.2
H 5.3524 0.2823 -1.5645 -0.4 0.0 0.5
H 3.1214 -0.6369 -2.2897 0.3 0.1 0.4
H 1.4403 0.0755 1.4378 0.7 0.0 0.0